A single C4H13NSi molecule at a distorted geometry, computed with the ωB97M-V functional and the def2-TZVPD basis.

As for the relative energy (zero: lowest compared OMol25 entry of this formula, charge and spin): 1.537 eV. The value obtained for the HOMO energy is -9.63 eV. The LUMO energy comes out at 0.975 eV. The value obtained for the molecular weight is 103.2 g/mol. The strongest force on any atom is 6.0 eV/Å.

CARTESIAN COORDINATES (ANGSTROEM)
C 0.008590 -1.076281 2.071461
C -1.541298 -1.370737 0.150116
C 0.026309 0.853089 0.181888
C -0.143724 -0.903241 0.588155
N 1.441952 2.351840 -1.811065
Si 0.420494 0.937592 -1.624893
H -0.718090 -0.434483 2.741314
H 1.020807 -0.833063 2.511933
H -0.188414 -2.172099 2.351778
H -1.436321 -1.678203 -1.002919
H -2.148134 -0.595510 0.305795
H -1.807875 -2.208305 0.755151
H -0.791435 1.525278 0.571441
H 0.938983 1.080641 0.812216
H 0.699553 -1.352777 0.001231
H 2.403180 2.074493 -1.373776
H 1.577920 2.723121 -2.680882
H 0.985639 -0.373386 -2.084961
H -0.748136 1.452032 -2.463983

Forces on atoms 1 to 6 (eV/Å):
C -0.1 -0.3 2.8
C 4.2 -2.8 -3.3
C 0.5 -2.8 1.9
C 0.1 3.3 -0.8
N 2.1 -2.7 4.0
Si -0.8 1.7 -0.6